# C4H11NO

A cluster of 2 separate species, C4H11NO in total in a non-equilibrium geometry (ωB97M-V/def2-TZVPD, the OMol25 dataset).

Results
M = 89.1 g/mol
E = -7859.6471 eV
LUMO energy = 0.28 eV
HOMO = -6.926 eV
Energy relative to the best compared isomer or geometry (same formula, charge and spin) = 473.4 kJ/mol

Bonds (Å) are listed after each position.
Positions of all 17 atoms, in Å:
1 C 1.337 0.547 -0.890  C2 1.314, H5 1.078, H6 1.081
2 C 0.270 0.078 -1.497  C1 1.314, N3 1.509, H7 1.080
3 N -0.867 0.153 -0.508  C2 1.509, C4 1.491, H8 1.099, H9 1.019
4 C -1.575 1.465 -0.547  N3 1.491, H10 1.086, H11 1.088, H12 1.084
5 H 1.285 0.329 0.165  C1 1.078
6 H 2.172 1.098 -1.298  C1 1.081
7 H 0.101 -0.415 -2.442  C2 1.080
8 H -0.441 -0.028 0.489  N3 1.099
9 H -1.549 -0.571 -0.731  N3 1.019
10 H -2.036 1.636 0.422  C4 1.086
11 H -2.314 1.438 -1.344  C4 1.088
12 H -0.850 2.240 -0.768  C4 1.084
13 C 0.888 -1.574 1.818  O14 1.366, H15 1.119, H16 1.108, H17 1.127
14 O 0.326 -0.359 2.091  C13 1.366
15 H 1.919 -1.539 1.383  C13 1.119
16 H 1.001 -2.330 2.620  C13 1.108
17 H 0.334 -2.169 1.037  C13 1.127

The computed Mulliken charges, all in e, follow:
1 C -0.591
2 C -0.174
3 N -0.026
4 C -0.773
5 H 0.263
6 H 0.289
7 H 0.349
8 H 0.188
9 H 0.336
10 H 0.354
11 H 0.345
12 H 0.277
13 C -0.565
14 O -0.883
15 H 0.176
16 H 0.297
17 H 0.136